Computed, not measured: a gas-phase ion, O5S2 (charge -2), with ωB97M-V with the def2-TZVPD basis set.

Each line ends with the Löwdin charge.
Element x y z (Å)
1 O 1.744 1.471 -0.219  -0.63
2 O -1.487 -2.205 -0.338  -0.63
3 O -0.257 -0.087 0.448  -0.70
4 O -1.152 -0.362 -2.014  -0.62
5 O 0.502 1.639 2.024  -0.60
6 S 1.111 0.724 0.994  0.55
7 S -0.461 -1.180 -0.895  0.63

Forces on atoms 1 to 2 (eV/Å):
O -1.6928 -1.1595 2.2549
O 1.9294 1.9993 -0.5920

net charge: -2
LUMO level: 6.561 eV
maximum force: 3.05 eV/Å
highest occupied orbital energy: -0.0063 Ha
calculated total energy: -31907.0463 eV
2S+1: 1
frontier orbital gap: 6.73 eV
M: 144.129 g/mol